{"formula": "C16H12FN3", "method": "ωB97M-V/def2-TZVPD", "charge": 0, "orbital_gap_ev": 8.7788, "smiles": "Fc1ccc2nc(CCC#Cc3ccccn3)cn2c1", "relative_energy_ev": 0.0000, "homo_energy_ev": -8.12, "spin_multiplicity": 1, "elements": ["F", "N", "N", "N", "C", "C", "C", "C", "C", "C", "C", "C", "C", "C", "C", "C", "C", "C", "C", "C", "H", "H", "H", "H", "H", "H", "H", "H", "H", "H", "H", "H"], "xyz": [[-3.81, -3.43, 0.26], [-2.35, 1.71, -0.47], [2.56, -1.04, 0.96], [-2.27, -0.24, 0.63], [-2.82, 0.48, -0.44], [-3.72, -0.17, -1.30], [1.27, 1.97, -0.17], [-4.05, -1.47, -1.06], [-3.47, -2.14, 0.03], [1.92, 0.96, -0.10], [-1.43, 0.62, 1.27], [-0.71, 3.04, 0.82], [3.30, -2.13, 1.00], [2.72, -0.21, -0.07], [4.39, -1.61, -1.05], [0.42, 3.14, -0.22], [3.63, -0.45, -1.10], [4.23, -2.47, 0.03], [-2.59, -1.53, 0.87], [-1.50, 1.81, 0.57], [3.73, 0.25, -1.92], [1.03, 4.04, -0.03], [-4.74, -2.01, -1.70], [-4.14, 0.39, -2.12], [-1.35, 3.92, 0.73], [-2.14, -2.03, 1.71], [-0.28, 3.01, 1.83], [4.81, -3.38, 0.11], [-0.02, 3.22, -1.21], [3.13, -2.77, 1.86], [-0.85, 0.33, 2.12], [5.11, -1.83, -1.83]]}